{
  "formula": "C37H51BeCl5FN5O12",
  "method": "ωB97M-V/def2-TZVPD",
  "energy_ev": -136927.3519,
  "orbital_gap_ev": 1.17,
  "symbols": ["C", "C", "F", "C", "C", "C", "C", "C", "C", "C", "C", "O", "C", "O", "N", "C", "O", "H", "H", "H", "H", "H", "H", "H", "H", "H", "H", "C", "C", "C", "C", "C", "C", "H", "H", "H", "H", "H", "H", "C", "C", "C", "O", "C", "N", "H", "H", "H", "H", "H", "H", "H", "H", "H", "H", "H", "H", "N", "C", "C", "C", "C", "C", "H", "H", "H", "H", "H", "O", "Cl", "O", "O", "O", "C", "C", "C", "C", "C", "C", "N", "O", "C", "C", "C", "H", "H", "H", "H", "H", "H", "H", "H", "H", "H", "H", "H", "H", "H", "H", "H", "H", "H", "Be", "C", "Cl", "Cl", "Cl", "Cl", "N", "O", "O", "O"],
  "xyz": [[6.6894, -2.0275, 0.5153], [5.2464, -1.4598, 0.5861], [5.1339, -0.5462, -0.4625], [4.1670, -2.5159, 0.4899], [4.4391, -3.8454, 0.8358], [3.4939, -4.8570, 0.7618], [2.2314, -4.5377, 0.3094], [1.9598, -3.2230, -0.0237], [2.8700, -2.1844, 0.0653], [2.3954, -0.8023, -0.2949], [1.1384, -0.4636, 0.4813], [0.5703, 0.5923, 0.3703], [0.5470, -3.2050, -0.4949], [-0.0156, -2.3635, -1.1427], [-0.0674, -4.4417, -0.1013], [1.0028, -5.3741, 0.1190], [0.9439, -6.5626, 0.0906], [7.1993, -1.9576, 1.4698], [7.2445, -1.3757, -0.1651], [6.7167, -3.0291, 0.0898], [5.1765, -0.9301, 1.5385], [5.4271, -4.0917, 1.1965], [3.7231, -5.8748, 1.0443], [2.1682, -0.7243, -1.3595], [3.0979, -0.0168, -0.0336], [0.7538, -1.2229, 1.1837], [-0.6859, -4.2787, 0.6874], [1.4694, -1.5234, -3.9263], [1.5752, -0.1382, -3.9373], [2.3873, 0.4897, -4.8722], [3.0876, -0.2676, -5.8011], [2.9791, -1.6513, -5.7927], [2.1727, -2.2799, -4.8537], [0.8358, -2.0086, -3.1966], [1.0186, 0.4520, -3.2166], [2.4719, 1.5697, -4.8805], [3.7168, 0.2210, -6.5335], [3.5239, -2.2400, -6.5188], [2.0925, -3.3593, -4.8450], [3.8526, 2.9830, 0.6683], [3.3563, 3.2009, -0.7531], [3.9581, 4.4223, -1.4473], [3.3969, 5.6147, -0.9429], [4.1201, 6.2513, 0.1109], [1.8753, 3.4280, -0.7096], [3.4495, 3.7220, 1.3621], [3.5540, 1.9988, 1.0338], [4.9390, 3.0336, 0.7051], [3.5289, 2.3018, -1.3461], [3.6913, 4.3872, -2.5071], [5.0479, 4.4193, -1.3881], [5.1848, 6.0165, 0.0691], [3.7169, 5.9608, 1.0835], [3.9886, 7.3249, -0.0017], [1.3850, 2.7752, -0.0919], [1.4456, 3.3744, -1.6399], [1.7047, 4.3874, -0.3854], [-1.1323, 4.1382, -1.3240], [-1.8978, 5.2208, -1.4522], [-2.8549, 5.5938, -0.5156], [-3.0306, 4.8048, 0.6043], [-2.2455, 3.6686, 0.7524], [-1.3238, 3.3887, -0.2363], [-1.7424, 5.8091, -2.3467], [-3.4502, 6.4778, -0.6740], [-3.7715, 5.0651, 1.3490], [-2.3491, 3.0175, 1.6114], [-0.6873, 2.5152, -0.1679], [-6.0078, 4.7788, -4.2158], [-4.9340, 4.6642, -3.2686], [-5.3060, 3.7539, -2.2039], [-4.6457, 5.9639, -2.6895], [-3.7406, 4.1739, -3.9235], [-5.6507, -2.9761, 3.8890], [-5.0764, -2.8238, 2.4644], [-5.7660, -1.6488, 1.7537], [-5.4086, -0.2500, 2.2703], [-4.0002, -0.1659, 2.8825], [-3.0256, -1.2400, 2.3896], [-3.6184, -2.5800, 2.6337], [-2.8844, -3.5190, 2.3332], [-1.7584, -1.1026, 3.2380], [-2.6740, -1.0134, 0.9268], [-5.4067, -4.0883, 1.6896], [-5.1907, -3.8232, 4.4003], [-6.7247, -3.1524, 3.8534], [-5.4819, -2.0880, 4.5009], [-5.5289, -1.6997, 0.6891], [-6.8458, -1.7867, 1.8137], [-5.4989, 0.4606, 1.4484], [-6.1386, 0.0665, 3.0139], [-3.5776, 0.8210, 2.6991], [-4.0880, -0.2432, 3.9702], [-1.9595, -1.3283, 4.2861], [-1.3879, -0.0807, 3.1783], [-0.9666, -1.7690, 2.8935], [-2.2306, -0.0251, 0.8081], [-3.5364, -1.0631, 0.2639], [-1.9448, -1.7438, 0.5731], [-6.4879, -4.2028, 1.6535], [-4.9972, -4.9809, 2.1597], [-5.0358, -4.0378, 0.6649], [8.8820, -2.9078, 0.1345], [-9.7396, 0.3137, 3.4307], [-8.8896, 1.5522, 2.5056], [-10.6094, -0.7551, 2.3294], [-8.5602, -0.6383, 4.3550], [-10.8738, 1.0740, 4.5427], [9.7153, -3.1406, -2.9020], [10.8582, -2.9700, -3.2883], [9.5252, -3.4632, -1.6579], [8.7374, -3.0306, -3.6338]],
  "forces_ev_per_angstrom": [[-0.9, 0.8, -0.2], [0.9, -0.8, 0.1], [-0.3, 0.2, 0.1], [-0.5, 0.0, -0.1], [0.1, 0.2, 0.1], [-0.2, -0.4, -0.1], [0.6, 0.3, 0.0], [-0.5, -0.3, -0.3], [0.4, 0.1, -0.4], [-0.4, -0.1, 0.7], [-0.1, 0.1, -0.5], [0.1, 0.4, 0.1], [-0.2, -0.1, 0.1], [-0.1, 0.2, 0.5], [0.4, 0.2, -0.4], [0.5, 0.4, 0.4], [-0.4, -0.1, 0.3], [-0.1, -0.4, 0.1], [-0.1, 0.1, 0.0], [0.0, -0.1, 0.1], [-0.3, 0.3, -0.1], [0.0, -0.1, 0.0], [0.2, 0.0, 0.0], [0.0, 0.0, 0.0], [0.2, -0.1, -0.1], [0.0, 0.0, 0.1], [-0.5, -0.5, -0.3], [0.0, 0.0, 0.0], [0.1, 0.0, 0.1], [0.0, 0.0, 0.1], [0.0, 0.0, 0.0], [0.0, 0.0, 0.0], [0.0, 0.1, 0.0], [0.0, 0.0, -0.1], [-0.1, 0.0, 0.0], [0.0, 0.0, 0.0], [0.0, 0.0, 0.0], [0.0, 0.0, 0.0], [0.0, 0.0, 0.0], [-0.1, -0.2, 0.1], [0.2, -0.1, 0.4], [-0.4, 0.1, -0.4], [0.2, 0.0, 0.1], [-0.2, 0.1, 0.1], [0.0, 0.1, -0.2], [0.0, 0.1, -0.1], [0.0, 0.0, 0.0], [0.0, 0.0, 0.0], [0.0, 0.0, -0.1], [0.0, 0.0, 0.0], [0.0, -0.1, 0.1], [0.0, 0.0, 0.0], [0.1, 0.0, 0.0], [0.0, 0.0, -0.1], [-0.1, -0.2, -0.1], [-0.3, 0.0, 0.1], [-0.1, 0.0, -0.1], [0.3, 0.1, 0.2], [0.1, 0.0, -0.1], [0.1, 0.0, 0.2], [0.0, 0.0, 0.0], [-0.1, 0.0, 0.0], [0.2, -0.1, 0.0], [-0.1, 0.0, 0.0], [0.0, 0.0, -0.1], [0.0, 0.0, 0.0], [0.0, 0.0, 0.0], [-0.2, -0.2, 0.1], [0.0, 0.0, 0.0], [0.1, 0.0, 0.1], [0.0, 0.0, 0.0], [-0.1, 0.1, -0.1], [0.0, 0.0, 0.0], [0.2, 0.1, 0.3], [-1.8, 0.2, 1.1], [0.5, 0.6, -0.3], [0.0, 0.1, 0.0], [-0.6, -0.2, 0.3], [0.2, 1.8, 1.3], [0.3, -0.5, -3.1], [0.2, -0.2, 0.8], [0.2, -0.4, 0.1], [-0.1, -0.6, -0.6], [0.7, -0.4, -0.1], [0.0, 0.0, -0.1], [0.0, 0.0, -0.2], [0.0, 0.0, -0.1], [0.0, -0.1, 0.0], [0.0, -0.2, 0.1], [0.0, -0.1, 0.0], [0.0, 0.0, 0.0], [0.2, -0.1, -0.1], [0.1, -0.1, 0.0], [0.0, 0.0, 0.0], [-0.1, 0.0, -0.1], [0.0, 0.0, 0.0], [0.0, 0.0, 0.2], [0.0, 0.0, 0.0], [0.0, 0.0, 0.0], [0.0, 0.2, 0.0], [0.0, 0.0, 0.0], [0.0, 0.0, 0.0], [1.9, -0.9, -2.0], [0.0, 0.1, -0.1], [0.0, 0.0, 0.0], [0.0, 0.0, 0.0], [0.0, -0.1, 0.1], [0.0, 0.0, 0.0], [-0.2, 0.6, -0.8], [0.0, -0.1, 0.3], [-0.6, 0.1, 2.3], [-0.1, -0.1, 0.3]]
}



{
  "formula": "C37H51Cl42NO4",
  "method": "ωB97M-V/def2-TZVPD",
  "energy_ev": -574801.1343,
  "smiles": "CCCCCCCCCCCCCCCC[C@](N)(CCCCl)[C@H](CCOC=O)OCCC(=O)Cl.ClC(Cl)(Cl)Cl.ClC(Cl)(Cl)Cl.ClC(Cl)(Cl)Cl.ClC(Cl)(Cl)Cl.ClC(Cl)(Cl)Cl.ClC(Cl)(Cl)Cl.ClC(Cl)(Cl)Cl.ClC(Cl)(Cl)Cl.ClC(Cl)(Cl)Cl.ClC(Cl)(Cl)Cl",
  "orbital_gap_ev": 9.50,
  "de_lowest_kcal_mol": 285.8,
  "symbols": ["C", "C", "C", "C", "C", "C", "C", "C", "C", "C", "C", "C", "C", "C", "C", "C", "C", "N", "C", "C", "C", "Cl", "C", "C", "C", "O", "C", "O", "O", "C", "C", "C", "O", "Cl", "H", "H", "H", "H", "H", "H", "H", "H", "H", "H", "H", "H", "H", "H", "H", "H", "H", "H", "H", "H", "H", "H", "H", "H", "H", "H", "H", "H", "H", "H", "H", "H", "H", "H", "H", "H", "H", "H", "H", "H", "H", "H", "H", "H", "H", "H", "H", "H", "H", "H", "H", "C", "Cl", "Cl", "Cl", "Cl", "C", "Cl", "Cl", "Cl", "Cl", "C", "Cl", "Cl", "Cl", "Cl", "C", "Cl", "Cl", "Cl", "Cl", "C", "Cl", "Cl", "Cl", "Cl", "C", "Cl", "Cl", "Cl", "Cl", "C", "Cl", "Cl", "Cl", "Cl", "C", "Cl", "Cl", "Cl", "Cl", "C", "Cl", "Cl", "Cl", "Cl", "C", "Cl", "Cl", "Cl", "Cl"],
  "xyz": [[-3.1682, 2.1727, -2.9853], [-3.1307, 1.2797, -4.3781], [-2.4269, -0.2155, -4.1311], [-0.8136, -0.1369, -3.8458], [0.0553, -1.4048, -4.4203], [0.8452, -2.1959, -3.1962], [-0.0160, -3.5593, -2.7842], [-1.6286, -3.2304, -2.6417], [-2.4704, -4.5424, -2.0634], [-3.4917, -4.1002, -0.8362], [-2.7457, -4.5035, 0.5716], [-2.6675, -3.1574, 1.5105], [-1.0945, -2.6874, 1.6699], [-0.8614, -1.6863, 2.9753], [0.6281, -2.0650, 3.5700], [1.4043, -0.8411, 4.3223], [2.6698, -0.1898, 3.5152], [3.4002, -1.1282, 2.5821], [3.7828, 0.2355, 4.6892], [4.9799, 1.2059, 4.1386], [6.1511, 0.4507, 3.2719], [7.3522, 1.8112, 2.7450], [2.1969, 1.1291, 2.6096], [1.8115, 2.4107, 3.5673], [0.4288, 3.1883, 3.1510], [-0.7567, 2.4820, 3.6795], [-1.6507, 2.3064, 2.5135], [-2.6112, 3.1960, 2.1494], [1.1976, 0.8072, 1.5800], [1.7474, 0.9195, 0.2149], [2.0076, 2.4530, -0.3017], [1.0639, 2.9158, -1.5756], [-0.1365, 2.4120, -1.8786], [1.7658, 4.2651, -2.6922], [-2.4327, 3.0916, -3.1795], [-4.2194, 2.6493, -2.7685], [-2.7075, 1.5902, -2.0712], [-4.2324, 1.0524, -4.7247], [-2.5366, 1.8877, -5.2019], [-2.9276, -0.7062, -3.1846], [-2.6298, -0.8712, -5.0991], [-0.4096, 0.8408, -4.3495], [-0.6574, -0.0593, -2.6828], [-0.5941, -2.1469, -5.0891], [0.8965, -0.9711, -5.1348], [1.9564, -2.4823, -3.5090], [0.9549, -1.5318, -2.2197], [0.4320, -3.9338, -1.7605], [0.1845, -4.3735, -3.6274], [-1.7154, -2.3006, -1.9197], [-2.1441, -2.9537, -3.6661], [-1.7420, -5.4129, -1.7704], [-3.1724, -4.9493, -2.9317], [-4.5502, -4.6061, -0.9793], [-3.6441, -2.9329, -0.9511], [-1.6441, -4.8930, 0.3499], [-3.2900, -5.4222, 1.1010], [-3.1427, -3.4511, 2.5617], [-3.2568, -2.2340, 1.0980], [-0.4765, -3.6862, 1.8742], [-0.6417, -2.2130, 0.6927], [-1.6777, -2.0272, 3.7752], [-0.9907, -0.5483, 2.7208], [0.4373, -2.9059, 4.3948], [1.2156, -2.5926, 2.7085], [0.6065, 0.0359, 4.4575], [1.7569, -1.0989, 5.4318], [2.7216, -1.2997, 1.7898], [3.5571, -2.0594, 3.0489], [4.2979, -0.7949, 4.9974], [3.2497, 0.6265, 5.6767], [4.6321, 2.1356, 3.5197], [5.5237, 1.6468, 5.1063], [6.7769, -0.2795, 3.9508], [5.7865, -0.0373, 2.2680], [3.1836, 1.4521, 2.0199], [2.6823, 3.2262, 3.5438], [1.6726, 2.0645, 4.6993], [0.4648, 4.2576, 3.6781], [0.3071, 3.3685, 2.0011], [-1.5099, 1.3678, 1.8173], [2.8000, 0.3592, 0.1656], [1.0255, 0.3798, -0.5343], [1.9373, 3.2742, 0.5551], [3.1327, 2.5223, -0.6928], [2.3329, -0.6556, 8.7536], [2.2948, -0.4488, 10.5229], [1.0899, -1.8355, 8.2667], [2.0078, 0.9090, 7.9657], [3.9393, -1.2470, 8.2593], [-3.7800, -1.1175, -8.2441], [-4.6772, -2.1130, -7.0700], [-4.2906, 0.5829, -8.0937], [-2.0330, -1.2441, -7.9179], [-4.1194, -1.6956, -9.8949], [8.6909, 4.6611, 0.3014], [9.6872, 4.3021, 1.7342], [7.3059, 5.6746, 0.7800], [9.6746, 5.5301, -0.9035], [8.0958, 3.1376, -0.4051], [6.4726, 2.3676, 8.3312], [4.9741, 1.5310, 8.8100], [6.0633, 3.8796, 7.4822], [7.4332, 2.7434, 9.7839], [7.4198, 1.3163, 7.2485], [-7.9958, -4.8255, -7.5790], [-6.9994, -5.1846, -6.1461], [-9.3807, -3.8120, -7.1004], [-7.0121, -3.9565, -8.7838], [-8.5908, -6.3491, -8.2855], [6.7571, 2.0058, 13.7648], [7.7040, 3.4408, 13.2969], [5.8097, 1.4378, 12.3669], [7.8615, 0.7135, 14.2984], [5.6532, 2.4312, 15.0971], [-2.2905, 4.1087, -8.9733], [-0.9084, 5.1277, -9.4489], [-1.7564, 2.4155, -8.8246], [-2.9308, 4.6692, -7.4080], [-3.5662, 4.2225, -10.2119], [-13.4705, -3.5595, -5.4140], [-14.9689, -4.3961, -4.9352], [-13.8798, -2.0475, -6.2629], [-12.5099, -3.1836, -3.9612], [-12.5233, -4.6108, -6.4967], [-5.2496, 5.7407, -1.5706], [-3.8847, 5.2933, -0.5163], [-6.4507, 4.4247, -1.5776], [-6.0074, 7.2331, -0.9599], [-4.6557, 6.0116, -3.2284], [4.7199, -1.1360, -5.2206], [3.5125, -0.2553, -4.2504], [4.9916, -0.2737, -6.7558], [6.2515, -1.2347, -4.3157], [4.1238, -2.7803, -5.5604]],
  "forces_ev_per_angstrom": [[1.1, 0.9, -0.8], [0.0, -0.8, 0.7], [0.0, 0.5, -0.2], [-0.4, 0.1, -0.2], [1.0, 0.4, 0.0], [-0.4, -0.8, -0.1], [0.4, 0.6, -0.5], [0.3, -0.7, 0.2], [-1.0, 0.4, -0.8], [0.9, -0.6, -0.8], [-0.4, 0.5, -0.2], [0.6, -0.4, 0.6], [-0.2, -0.5, 0.9], [0.0, -1.4, -0.1], [-0.7, -0.4, 1.0], [-0.7, 0.9, 0.1], [0.1, 0.5, 1.0], [-1.7, -0.1, 0.0], [0.1, -0.7, -0.7], [0.8, 0.3, 0.9], [-0.4, 0.1, 0.3], [-0.9, -1.2, 0.5], [2.3, 0.5, 0.3], [-0.8, 0.3, 0.2], [1.3, 1.2, 0.5], [-1.3, 0.0, -3.8], [-4.5, 4.5, -1.5], [6.6, -5.8, 2.9], [1.4, 0.4, -0.5], [0.6, -0.3, -0.6], [1.0, 0.7, -0.7], [-5.9, -2.7, -0.9], [8.4, 3.4, 2.2], [-0.8, -1.8, 1.6], [-1.6, -1.9, 0.7], [2.0, -1.2, -0.3], [-1.2, 1.1, -1.8], [2.2, 0.6, 0.5], [-1.3, -1.4, 1.6], [0.7, 0.9, -2.1], [0.4, 1.3, 2.1], [-0.7, -1.8, 1.1], [-0.2, 0.0, -2.3], [1.4, 1.5, 1.6], [-1.8, -0.9, 1.4], [-2.5, 0.5, 0.6], [-0.4, -1.1, -2.1], [-1.1, 0.5, -2.0], [-0.5, 1.6, 1.9], [0.0, -1.9, -1.3], [1.4, -0.4, 2.1], [-1.5, 1.7, -0.4], [1.7, 0.8, 1.6], [2.2, 0.9, 0.5], [0.3, -2.4, 0.5], [-2.3, 1.0, 0.4], [1.0, 2.2, -1.0], [1.3, 0.9, -2.0], [0.9, -2.0, 0.6], [-1.2, 2.1, -0.4], [-1.1, -0.9, 1.8], [1.8, 1.1, -1.7], [0.4, -2.3, 0.5], [0.5, 1.7, -1.9], [-0.8, 1.2, 1.7], [1.6, -1.8, -0.2], [-0.7, 0.2, -2.5], [1.1, -0.1, 1.1], [-0.4, 1.3, -0.6], [-1.1, 2.1, -0.6], [1.3, -0.6, -2.4], [0.5, -1.9, 1.2], [-1.1, -0.9, -2.2], [-1.4, 1.4, -1.5], [0.7, 0.9, 2.3], [-2.0, -0.7, 1.3], [-1.9, -1.9, 0.0], [0.3, 0.8, -2.5], [-0.2, -2.3, -1.2], [0.4, -0.4, 2.2], [0.1, 1.7, 1.7], [-2.3, 1.2, 0.2], [1.2, 1.1, 1.7], [-0.1, -1.8, -1.9], [-2.5, 0.0, 0.7], [0.0, -0.2, 0.0], [0.0, 0.0, -0.5], [0.3, 0.3, 0.1], [-0.3, -0.4, 0.2], [-0.6, -0.4, 0.0], [-0.1, 0.1, 0.1], [0.3, 0.3, -0.2], [-0.1, -0.7, 0.0], [-0.3, 0.0, -0.1], [0.1, 0.1, 0.4], [0.0, -0.1, 0.0], [-0.3, 0.1, -0.4], [0.3, -0.2, -0.1], [-0.2, -0.2, 0.3], [0.2, 0.4, 0.1], [0.1, 0.1, 0.2], [0.9, 0.8, -0.1], [0.1, -0.4, 0.2], [-0.1, 0.0, -0.6], [-0.2, 0.2, 0.2], [0.0, 0.1, -0.1], [-0.2, 0.1, -0.3], [0.5, -0.3, -0.1], [-0.3, -0.3, 0.2], [0.1, 0.3, 0.2], [-0.1, -0.1, 0.0], [-0.2, -0.3, 0.1], [0.1, 0.1, 0.5], [-0.3, 0.3, -0.1], [0.3, -0.1, -0.3], [0.1, 0.0, 0.0], [-0.3, -0.2, 0.1], [0.1, 0.6, -0.1], [0.1, -0.2, -0.4], [0.3, 0.0, 0.3], [0.0, 0.0, 0.0], [0.4, 0.2, -0.1], [0.1, -0.4, 0.2], [-0.2, -0.1, -0.4], [-0.4, 0.3, 0.3], [0.2, 0.0, 0.1], [-0.4, 0.1, -0.3], [0.3, 0.3, 0.0], [0.2, -0.3, -0.2], [-0.1, -0.1, 0.3], [0.0, 0.0, 0.0], [0.4, -0.1, -0.2], [-0.1, -0.2, 0.4], [-0.4, 0.0, -0.2], [0.1, 0.4, 0.1]]
}